Molecular formula: C30H64NO18P
Method: DFT, the ωB97M-V functional and the def2-TZVPD basis

Last columns: bonded neighbours and bond lengths (Å).
Atoms and positions in Å:
1 N -0.399 0.666 0.094  H2 1.088, H3 1.025, H4 0.938, H5 1.104
2 H 0.145 1.213 0.861  N1 1.088
3 H -1.380 0.960 0.128  N1 1.025
4 H -0.620 -0.209 0.350  N1 0.938
5 H -0.057 0.988 -0.905  N1 1.104
6 P -1.841 0.324 3.042  O7 1.406, O8 1.609, O9 1.416, O10 1.468
7 O -2.426 0.085 4.298  P6 1.406
8 O -0.267 0.043 3.219  P6 1.609
9 O -2.060 1.610 2.490  P6 1.416
10 O -2.163 -0.635 1.978  P6 1.468
11 O -4.592 -5.337 -0.736  C12 1.221
12 C -3.390 -5.270 -0.938  O11 1.221, O13 1.354, C16 1.566
13 O -2.589 -4.233 -0.596  C12 1.354, C14 1.461
14 C -3.112 -3.055 0.093  O13 1.461, C15 1.565, H17 1.049, H18 1.040
15 C -2.016 -1.946 -0.040  C14 1.565, H19 1.029, H20 0.956, H21 1.084
16 C -2.538 -6.430 -1.554  C12 1.566, H22 0.988, H23 1.018, H24 1.147
17 H -3.500 -3.427 0.994  C14 1.049
18 H -3.842 -2.638 -0.519  C14 1.040
19 H -2.165 -1.029 0.402  C15 1.029
20 H -1.643 -1.701 -0.886  C15 0.956
21 H -1.163 -2.076 0.616  C15 1.084
22 H -3.031 -7.109 -2.075  C16 0.988
23 H -1.880 -6.728 -0.836  C16 1.018
24 H -2.143 -6.009 -2.545  C16 1.147
25 O 4.755 0.175 5.111  C26 1.240
26 C 3.679 0.714 4.813  O25 1.240, O27 1.354, C30 1.495
27 O 3.586 1.487 3.705  C26 1.354, C28 1.300
28 C 2.494 1.976 3.197  O27 1.300, C29 1.603, H31 1.014, H32 1.078
29 C 2.829 2.777 1.849  C28 1.603, H33 1.074, H34 1.073, H35 1.034
30 C 2.387 0.458 5.520  C26 1.495, H36 1.101, H37 1.058, H38 1.194
31 H 1.803 2.598 3.603  C28 1.014
32 H 1.891 1.222 2.718  C28 1.078
33 H 3.440 3.596 2.179  C29 1.074
34 H 2.048 3.099 1.188  C29 1.073
35 H 3.264 2.272 1.058  C29 1.034
36 H 1.507 0.245 4.893  C30 1.101
37 H 2.283 1.312 6.136  C30 1.058
38 H 2.533 -0.537 6.164  C30 1.194
39 O 1.653 -4.099 3.661  C40 1.237
40 C 2.067 -3.696 2.567  O39 1.237, O41 1.382, C44 1.511
41 O 2.797 -4.556 1.769  C40 1.382, C42 1.477
42 C 2.799 -6.009 2.036  O41 1.477, C43 1.534, H45 1.075, H46 1.034
43 C 3.971 -6.693 1.320  C42 1.534, H47 1.146, H48 1.131, H49 1.014
44 C 1.780 -2.347 1.949  C40 1.511, H50 1.155, H51 1.119, H52 1.151
45 H 1.797 -6.314 1.795  C42 1.075
46 H 2.690 -6.160 3.053  C42 1.034
47 H 4.831 -6.212 1.906  C43 1.146
48 H 4.096 -6.516 0.210  C43 1.131
49 H 4.199 -7.650 1.564  C43 1.014
50 H 2.845 -1.908 1.864  C44 1.155
51 H 1.317 -1.727 2.758  C44 1.119
52 H 1.128 -2.521 1.017  C44 1.151
53 O -3.612 6.128 -0.164  C54 1.205
54 C -3.000 5.316 0.482  O53 1.205, O55 1.302, C58 1.534
55 O -2.172 5.512 1.467  C54 1.302, C56 1.436
56 C -1.369 4.583 2.212  O55 1.436, C57 1.540, H59 1.123, H60 1.050
57 C -0.332 5.423 2.980  C56 1.540, H61 1.051, H62 1.119, H63 1.087
58 C -3.343 3.835 0.279  C54 1.534, H64 1.084, H65 1.112, H66 1.049
59 H -1.070 3.777 1.489  C56 1.123
60 H -2.124 4.255 2.864  C56 1.050
61 H -0.860 5.960 3.713  C57 1.051
62 H 0.228 6.244 2.465  C57 1.119
63 H 0.309 4.780 3.577  C57 1.087
64 H -4.127 3.740 -0.463  C58 1.084
65 H -3.598 3.210 1.163  C58 1.112
66 H -2.511 3.303 -0.076  C58 1.049
67 O -0.378 3.300 -1.838  C68 1.267
68 C 0.205 4.425 -1.842  O67 1.267, O69 1.442, C72 1.471
69 O 1.641 4.520 -1.759  C68 1.442, C70 1.434
70 C 2.382 3.293 -1.734  O69 1.434, C71 1.537, H73 0.958, H74 1.116
71 C 3.885 3.589 -1.603  C70 1.537, H75 1.145, H76 1.035, H77 1.106
72 C -0.332 5.792 -1.753  C68 1.471, H78 1.108, H79 1.108, H80 1.108
73 H 2.235 2.761 -2.517  C70 0.958
74 H 2.221 2.544 -0.923  C70 1.116
75 H 4.157 4.100 -0.615  C71 1.145
76 H 4.192 3.988 -2.507  C71 1.035
77 H 4.392 2.606 -1.591  C71 1.106
78 H 0.522 6.475 -1.932  C72 1.108
79 H -0.832 5.949 -0.777  C72 1.108
80 H -1.164 5.935 -2.470  C72 1.108
81 O 2.394 0.041 -0.944  C82 1.169
82 C 3.392 -0.059 -1.544  O81 1.169, O83 1.366, C86 1.486
83 O 3.503 -0.323 -2.880  C82 1.366, C84 1.420
84 C 2.323 -0.433 -3.662  O83 1.420, C85 1.524, H87 0.848, H88 1.033
85 C 2.611 -1.276 -4.898  C84 1.524, H89 1.128, H90 1.114, H91 1.123
86 C 4.759 0.056 -0.972  C82 1.486, H92 1.038, H93 1.088, H94 1.074
87 H 2.085 0.307 -4.000  C84 0.848
88 H 1.538 -0.814 -3.109  C84 1.033
89 H 3.381 -0.915 -5.639  C85 1.128
90 H 1.777 -1.500 -5.602  C85 1.114
91 H 2.703 -2.382 -4.725  C85 1.123
92 H 4.844 -0.050 0.057  C86 1.038
93 H 5.382 0.928 -1.160  C86 1.088
94 H 5.337 -0.749 -1.386  C86 1.074
95 C -6.013 -0.968 0.300  C96 1.570, H99 1.104, H100 1.273, H101 1.010
96 C -5.258 -0.435 -0.969  C95 1.570, O97 1.308, C98 1.461
97 O -5.564 -0.930 -2.140  C96 1.308
98 C -4.222 0.571 -0.745  C96 1.461, H102 1.025, H103 1.045, H104 1.144
99 H -6.530 -0.114 0.772  C95 1.104
100 H -5.321 -1.440 1.258  C95 1.273
101 H -6.793 -1.600 0.189  C95 1.010
102 H -4.194 1.353 -1.407  C98 1.025
103 H -3.297 0.102 -0.875  C98 1.045
104 H -4.548 0.835 0.319  C98 1.144
105 C -0.929 -2.904 -3.855  C106 1.529, H109 1.198, H110 1.043, H111 1.065
106 C -1.531 -1.508 -3.688  C105 1.529, O107 1.381, C108 1.530
107 O -1.065 -0.847 -2.569  C106 1.381
108 C -2.719 -1.023 -4.522  C106 1.530, H112 1.010, H113 1.012, H114 1.029
109 H -0.646 -2.910 -5.019  C105 1.198
110 H -1.661 -3.619 -3.654  C105 1.043
111 H -0.029 -3.146 -3.339  C105 1.065
112 H -2.529 -0.043 -4.676  C108 1.010
113 H -3.626 -1.146 -4.091  C108 1.012
114 H -2.849 -1.471 -5.439  C108 1.029

Summary:
Charge: -2



Molecular formula: C5H5NO
Method: DFT, the ωB97M-V functional and the def2-TZVPD basis

Last columns: bonded neighbours and bond lengths (Å).
Atoms and positions in Å:
1 O -0.517 -1.658 0.236  C2 1.466, C6 1.293
2 C -0.263 -0.350 0.847  O1 1.466, C3 1.505, C4 1.553, H8 1.090
3 C -0.984 0.789 0.178  C2 1.505, C5 1.336, H9 1.084
4 C 1.057 0.310 0.366  C2 1.553, C5 1.518, H10 1.094, H11 1.095
5 C 0.140 1.285 -0.348  C3 1.336, C4 1.518, H12 1.085
6 C -0.404 -1.693 -1.051  O1 1.293, N7 1.162
7 N -0.293 -1.742 -2.206  C6 1.162
8 H -0.398 -0.552 1.910  C2 1.090
9 H -2.031 1.067 0.146  C3 1.084
10 H 1.713 -0.329 -0.231  C4 1.094
11 H 1.632 0.766 1.179  C4 1.095
12 H 0.347 2.107 -1.026  C5 1.085

Summary:
SMILES: N#CO[C@@H]1C=CC1



Molecular formula: C12H16NO
Method: DFT, the ωB97M-V functional and the def2-TZVPD basis

Last columns: bonded neighbours and bond lengths (Å).
Atoms and positions in Å:
1 O -0.399 -2.889 1.828  C2 1.198
2 C -0.248 -1.797 1.361  O1 1.198, C3 1.584, C9 1.553
3 C 1.178 -1.379 0.810  C2 1.584, C4 1.561, H15 1.126, H16 1.128
4 C 1.150 -0.187 -0.197  C3 1.561, C5 1.591, N8 1.531, H17 1.115
5 C 0.754 -0.645 -1.668  C4 1.591, C6 1.613, H18 1.115, H19 1.122
6 C 1.342 0.627 -2.467  C5 1.613, C7 1.569, H20 1.121, H21 1.115
7 C 2.731 0.752 -1.748  C6 1.569, N8 1.519, H22 1.116, H23 1.116
8 N 2.480 0.570 -0.261  C4 1.531, C7 1.519, H24 1.029, H25 1.023
9 C -1.376 -0.731 1.304  C2 1.553, C10 1.447, C14 1.458
10 C -2.304 -0.763 0.194  C9 1.447, C11 1.454, H26 1.112
11 C -3.325 0.271 0.137  C10 1.454, C12 1.447, H27 1.111
12 C -3.343 1.269 1.185  C11 1.447, C13 1.454, H28 1.110
13 C -2.422 1.298 2.309  C12 1.454, C14 1.452, H29 1.107
14 C -1.401 0.266 2.368  C9 1.458, C13 1.452, H30 1.110
15 H 1.614 -2.311 0.354  C3 1.126
16 H 1.821 -1.167 1.713  C3 1.128
17 H 0.434 0.653 -0.038  C4 1.115
18 H 1.082 -1.656 -2.004  C5 1.115
19 H -0.344 -0.561 -1.888  C5 1.122
20 H 0.650 1.507 -2.414  C6 1.121
21 H 1.317 0.313 -3.536  C6 1.115
22 H 3.474 -0.048 -1.978  C7 1.116
23 H 3.049 1.817 -1.850  C7 1.116
24 H 2.227 1.519 0.044  N8 1.029
25 H 3.247 0.238 0.331  N8 1.023
26 H -2.170 -1.564 -0.565  C10 1.112
27 H -4.049 0.252 -0.705  C11 1.111
28 H -4.107 2.071 1.118  C12 1.110
29 H -2.432 2.077 3.096  C13 1.107
30 H -0.633 0.197 3.166  C14 1.110

Summary:
SMILES: O=C(C[C@@H]1CCC[NH2+]1)c1ccccc1
Charge: +1



Molecular formula: C23H30ClNO4
Method: DFT, the ωB97M-V functional and the def2-TZVPD basis

Last columns: bonded neighbours and bond lengths (Å).
Atoms and positions in Å:
1 C -1.993 2.816 2.543  H2 1.095, O3 1.405, H58 1.095, H59 1.089
2 H -1.958 3.059 1.476  C1 1.095
3 O -1.104 1.775 2.860  C1 1.405, C4 1.356
4 C -1.235 0.597 2.204  O3 1.356, C5 1.382, C9 1.414
5 C -2.262 0.275 1.337  C4 1.382, C6 1.392, H57 1.078
6 C -2.282 -0.961 0.698  C5 1.392, C7 1.382, Cl56 1.739
7 C -1.287 -1.900 0.893  C6 1.382, C8 1.397, C16 1.513
8 C -0.282 -1.582 1.810  C7 1.397, C9 1.380, H15 1.078
9 C -0.231 -0.366 2.459  C4 1.414, C8 1.380, O10 1.361
10 O 0.730 0.008 3.346  C9 1.361, C11 1.406
11 C 1.796 -0.877 3.589  O10 1.406, H12 1.095, H13 1.095, H14 1.089
12 H 1.449 -1.813 4.039  C11 1.095
13 H 2.353 -1.095 2.672  C11 1.095
14 H 2.449 -0.363 4.293  C11 1.089
15 H 0.481 -2.322 1.992  C8 1.078
16 C -1.227 -3.225 0.164  C7 1.513, N17 1.449, H54 1.097, H55 1.092
17 N -0.459 -3.282 -1.063  C16 1.449, C18 1.445, C24 1.441
18 C 0.928 -2.877 -1.007  N17 1.445, C19 1.535, H52 1.092, H53 1.095
19 C 1.152 -1.370 -1.196  C18 1.535, H20 1.092, H21 1.089, C22 1.534
20 H 2.226 -1.169 -1.194  C19 1.092
21 H 0.706 -0.831 -0.361  C19 1.089
22 C 0.541 -0.848 -2.503  C19 1.534, C23 1.539, C29 1.548, C47 1.550
23 C -0.893 -1.381 -2.665  C22 1.539, C24 1.540, H27 1.094, H28 1.089
24 C -1.082 -2.864 -2.294  N17 1.441, C23 1.540, H25 1.092, H26 1.098
25 H -2.153 -3.073 -2.237  C24 1.092
26 H -0.672 -3.507 -3.084  C24 1.098
27 H -1.227 -1.230 -3.696  C23 1.094
28 H -1.554 -0.800 -2.025  C23 1.089
29 C 0.526 0.700 -2.501  C22 1.548, C30 1.535, H45 1.093, H46 1.092
30 C -0.219 1.401 -1.356  C29 1.535, H31 1.092, O32 1.411, H44 1.098
31 H -1.131 0.860 -1.092  C30 1.092
32 O 0.498 1.479 -0.144  C30 1.411, C33 1.365
33 C 1.444 2.449 0.027  O32 1.365, C34 1.390, C38 1.396
34 C 1.868 3.345 -0.947  C33 1.390, C35 1.386, H43 1.079
35 C 2.834 4.290 -0.641  C34 1.386, C36 1.381, H42 1.080
36 C 3.387 4.354 0.624  C35 1.381, C37 1.387, H41 1.080
37 C 2.959 3.464 1.598  C36 1.387, C38 1.379, H40 1.080
38 C 1.997 2.521 1.307  C33 1.396, C37 1.379, H39 1.078
39 H 1.639 1.838 2.061  C38 1.078
40 H 3.376 3.510 2.593  C37 1.080
41 H 4.141 5.092 0.851  C36 1.080
42 H 3.155 4.979 -1.408  C35 1.080
43 H 1.459 3.324 -1.946  C34 1.079
44 H -0.510 2.408 -1.682  C30 1.098
45 H 0.074 1.036 -3.438  C29 1.093
46 H 1.563 1.045 -2.488  C29 1.092
47 C 1.429 -1.213 -3.720  C22 1.550, O48 1.403, H50 1.094, H51 1.102
48 O 1.647 -2.575 -3.971  C47 1.403, H49 0.963
49 H 0.809 -2.982 -4.219  O48 0.963
50 H 2.429 -0.798 -3.561  C47 1.094
51 H 1.003 -0.732 -4.615  C47 1.102
52 H 1.345 -3.195 -0.050  C18 1.092
53 H 1.456 -3.415 -1.800  C18 1.095
54 H -0.781 -3.963 0.843  C16 1.097
55 H -2.239 -3.559 -0.074  C16 1.092
56 Cl -3.629 -1.286 -0.352  C6 1.739
57 H -3.059 0.973 1.139  C5 1.078
58 H -3.022 2.572 2.828  C1 1.095
59 H -1.657 3.677 3.118  C1 1.089

Summary:
SMILES: COc1cc(Cl)c(CN2CCC(CO)(CCOc3ccccc3)CC2)cc1OC



Highest occupied orbital energy
In order: 0.8, -10.5, -12.2, -7.9
Unit: eV
Energy above the lowest of the compared OMol25 structures with the same formula, charge and spin
In order: 0.7, 60.6, 12.5, 0.0
Unit: kcal/mol
Gap between HOMO and LUMO
In order: 2.53, 11.33, 8.88, 8.56
Unit: eV